1:
C5H8OS2 in the gas phase, computed with ωB97M-V/def2-TZVPD.

Each line ends with the Löwdin charge.
Element x y z (Å)
C -0.4935 1.4356 1.7928  -0.48
S -1.4803 1.6778 0.3423  0.83
C -0.4942 0.4764 -0.7110  -0.61
O 0.8919 0.8042 -0.5180  -0.22
C 1.6846 -0.1546 -1.1370  -0.28
C 0.9305 -1.4234 -1.1328  -0.41
S 0.4834 -1.8700 0.6736  0.80
C -0.5193 -1.0153 -0.6499  -0.48
H -0.6098 0.3582 2.0930  0.01
H 0.6052 1.8344 1.7738  0.08
H -1.2467 1.8720 2.6153  0.07
H -0.6383 0.6900 -1.8335  0.14
H 2.6761 -0.1289 -0.7158  0.13
H 1.6341 0.0496 -2.2029  0.12
H 1.1756 -2.3163 -1.8325  0.14
H -1.4291 -1.6299 -0.9795  0.13

Calculated values
HOMO energy	-0.3198	Ha
structure (SMILES)	CS[C@H]1OC[C@H]2S[C@@H]12
spin multiplicity	1
gap between HOMO and LUMO	9.45	eV

---

2:
2 unconnected molecules or ions with the total composition C5H8OS2, computed with ωB97M-V/def2-TZVPD.

Each line ends with the Löwdin charge.
Element x y z (Å)
C 1.8251 -0.8504 -1.1227  0.02
C 0.9678 -0.7990 -0.0975  -0.56
C 0.1900 0.4068 -0.0394  -0.45
C 0.7274 -1.7015 1.0170  -0.09
C -0.9418 2.8165 -0.1810  -0.33
O -3.3189 -1.7218 0.7313  -0.69
S -2.5413 -1.1645 -0.4434  0.72
S 0.7153 1.9775 -0.0034  0.92
H 2.4155 -1.8352 -1.3768  0.10
H 1.9788 -0.1029 -1.9181  0.06
H 0.6487 -2.7376 0.7089  0.08
H 1.3835 -1.6665 1.9618  0.12
H -0.3062 -1.4211 1.3062  0.05
H -0.9722 3.4976 0.6737  0.03
H -1.7378 1.9758 -0.1573  0.05
H -1.0339 3.3263 -1.0591  -0.02

Calculated values
HOMO energy (spin up / spin down)	-0.2854 / -0.2841	Ha
spin multiplicity	1
gap between HOMO and LUMO (spin up / spin down)	6.66 / 6.63	eV

---

3:
A molecular structure, C5H8OS2, computed with ωB97M-V/def2-TZVPD.

Each line ends with the Löwdin charge.
Element x y z (Å)
C -2.8438 -1.2753 0.2268  -0.29
C -1.8478 -0.2971 -0.0297  -1.08
C 0.7320 0.6779 -0.3377  -0.68
C 1.6425 1.2305 0.7978  -0.02
C 2.1687 0.4057 -0.4994  -0.43
H -2.3561 -2.4168 0.2699  0.11
H -3.7805 -1.3731 -0.5896  0.13
H -3.3233 -0.8453 1.4564  0.19
H 0.2169 1.4778 -0.9991  0.10
H 1.9198 2.2678 0.6085  0.10
H 1.6801 0.6907 1.7123  0.09
H 2.8717 1.1185 -1.0679  0.17
H 2.7119 -1.4261 -0.8607  0.14
O 2.6514 -0.7927 -0.0719  -0.08
S -2.3549 1.3315 -0.3114  0.58
S -0.0886 -0.7738 -0.3042  0.97

Calculated values
HOMO energy	-0.3116	Ha
spin multiplicity	1
gap between HOMO and LUMO	7.97	eV

---

Structures ranked by computed energy, the most stable listed first: 1, 3, 2.

---

1:
3 unconnected molecules or ions with the total composition C2H10O2S2, computed with ωB97M-V/def2-TZVPD.

Each line ends with the Löwdin charge.
Element x y z (Å)
C -0.2474 -0.3031 -0.9111  -0.47
S -1.6008 0.7556 -1.6259  0.42
S -0.7020 2.6805 -1.7388  0.41
C 0.2809 2.6640 -0.2097  -0.49
H 0.0740 -0.2345 0.0960  0.01
H 0.6519 0.1290 -1.4924  0.06
H -0.6172 -1.2360 -0.9593  -0.02
H 0.3324 1.6253 0.2582  0.02
H -0.1322 3.4493 0.5072  0.05
H 1.2987 2.9189 -0.4211  0.01
O -2.6448 -3.2674 2.1862  0.05
H -2.9641 -2.4756 2.4745  -0.01
H -2.9675 -3.8726 2.7260  -0.04
O 3.1272 -0.7775 -0.6153  -0.12
H 2.3048 -1.2835 -0.4340  0.03
H 3.8061 -0.7724 0.1594  0.09

Calculated values
HOMO energy	-0.2951	Ha
structure (SMILES)	CSSC.O.O
spin multiplicity	1
gap between HOMO and LUMO	8.55	eV

---

2:
3 unconnected molecules or ions with the total composition C2H10O2S2, computed with ωB97M-V/def2-TZVPD.

Each line ends with the Löwdin charge.
Element x y z (Å)
C 1.7463 -2.1004 0.3524  -0.17
C 0.5384 -1.1433 0.2863  -0.61
S 0.8357 0.3583 -0.6647  0.43
S 1.0406 1.8993 0.7213  0.27
H 2.4952 -1.8929 1.1157  0.07
H 2.3005 -2.0922 -0.5956  0.06
H 1.4465 -3.1474 0.3291  0.07
H 0.3117 -0.9478 1.3186  0.06
H -0.2592 -1.6656 -0.2295  0.02
H -0.0160 2.1198 1.5385  -0.20
O -2.8171 0.7865 0.8562  -0.08
H -2.5606 1.6432 0.4646  0.04
H -3.5257 0.2752 0.4445  0.04
O -2.1050 -1.8233 -1.4579  -0.05
H -2.0839 -2.3097 -2.2799  0.04
H -2.0267 -0.8956 -1.6589  0.02

Calculated values
HOMO energy	-0.3151	Ha
structure (SMILES)	CCSS.O.O
spin multiplicity	1
gap between HOMO and LUMO	8.93	eV

---

Structures ranked by computed energy, the most stable listed first: 2, 1.

---

1:
C3H2ClF2NS in the gas phase, computed with ωB97M-V/def2-TZVPD.

Each line ends with the Löwdin charge.
Element x y z (Å)
F -1.1272 -1.4392 2.0267  0.18
C -0.4669 -0.6279 1.2848  -0.34
F -0.8599 0.7564 1.4806  -0.12
C 0.4338 -0.9213 0.2744  -0.74
Cl 1.1964 -2.3493 0.2096  0.80
C 1.0103 0.2077 -0.5656  -0.29
N 0.3304 1.2035 -1.0427  -0.36
S -1.3066 1.3183 -0.7122  0.85
H 2.1297 -0.1204 -1.1155  0.17
H -1.3401 1.9721 -1.8402  -0.14

Calculated values
HOMO energy	-0.3343	Ha
structure (SMILES)	FC(F)=C(Cl)/C=N\S
spin multiplicity	1
gap between HOMO and LUMO	9.16	eV

---

2:
C3H2ClF2NS in the gas phase, computed with ωB97M-V/def2-TZVPD.

Each line ends with the Löwdin charge.
Element x y z (Å)
N 1.0973 -0.6671 1.3893  0.05
C 0.7573 -0.4213 0.1166  -0.91
S 1.6294 -0.9542 -1.1500  0.69
C -0.4764 0.4869 -0.0890  -0.50
Cl -1.4894 0.7656 1.3585  0.66
C -1.0637 0.7304 -1.3028  -0.45
F -0.6332 0.4289 -2.4588  0.17
F -2.1991 1.3814 -1.4563  0.14
H 0.4305 -0.5489 2.1210  0.05
H 1.9472 -1.2016 1.4716  0.09

Calculated values
HOMO energy	-0.3222	Ha
structure (SMILES)	NC(=S)C(Cl)=C(F)F
spin multiplicity	1
gap between HOMO and LUMO	8.79	eV

---

Structures ranked by computed energy, the most stable listed first: 2, 1.

---

1:
A gas-phase ion, C2H6NO (charge -1), computed with ωB97M-V/def2-TZVPD.

Each line ends with the Löwdin charge.
Element x y z (Å)
N 0.4234 -1.2516 -1.2307  -0.06
C -0.1601 -0.7394 0.0222  -0.33
C 0.1716 0.7604 0.2488  -0.61
O -0.6547 1.3975 1.0734  -0.38
H 0.5639 -2.2439 -1.2045  0.02
H 1.3674 -0.8706 -1.2823  0.04
H -1.2397 -0.8860 0.0693  0.08
H 0.2218 -1.3043 0.8818  0.08
H 1.2443 0.6707 0.6466  0.07
H 0.2759 1.2644 -0.7388  0.07

Calculated values
HOMO energy	-0.0738	Ha
structure (SMILES)	NCC[O-]
spin multiplicity	1
gap between HOMO and LUMO	6.66	eV
net charge	-1

---

2:
A gas-phase ion, C2H6NO (charge -1), computed with ωB97M-V/def2-TZVPD.

Each line ends with the Löwdin charge.
Element x y z (Å)
N -1.6157 0.3072 -0.7964  -0.09
C -0.7151 -0.3557 0.2198  -0.30
C 0.7906 0.2066 0.0171  -0.61
O 1.7016 -0.2976 0.8066  -0.35
H -1.2213 0.0984 -1.7088  0.01
H -1.1973 1.2707 -0.7847  0.03
H -1.0163 -0.1103 1.2666  0.09
H -0.8913 -1.4128 0.0348  0.07
H 0.8733 -0.0749 -1.1050  0.07
H 0.6973 1.3538 -0.0026  0.07

Calculated values
HOMO energy	-0.0832	Ha
structure (SMILES)	NCC[O-]
spin multiplicity	1
gap between HOMO and LUMO	7.22	eV
net charge	-1

---

Structures ranked by computed energy, the most stable listed first: 1, 2.

---

1:
C2H6O3S2 in the gas phase, computed with ωB97M-V/def2-TZVPD.

Each line ends with the Löwdin charge.
Element x y z (Å)
O -1.5547 0.1762 -0.4125  -0.27
S -0.8012 0.1094 0.7746  0.52
O -1.3668 -0.2279 2.0461  -0.29
O -0.0560 1.4964 0.9677  -0.23
C 0.5678 -0.9862 0.5438  -0.25
C 1.6563 -0.4524 -0.4635  -0.50
S 1.0934 -0.1378 -2.1455  0.80
H -0.3499 1.9996 1.8931  0.21
H -0.0170 -1.9777 0.3006  0.16
H 0.9731 -1.0630 1.3584  -0.01
H 2.5244 -0.8792 -0.5221  -0.02
H 1.8733 0.6823 0.0258  0.14
H 0.7975 -1.2328 -2.4128  -0.27

Calculated values
HOMO energy	-0.3402	Ha
structure (SMILES)	O=S(=O)(O)CCS
spin multiplicity	1
gap between HOMO and LUMO	9.53	eV

---

2:
2 unconnected molecules or ions with the total composition C2H6O3S2, computed with ωB97M-V/def2-TZVPD.

Each line ends with the Löwdin charge.
Element x y z (Å)
C 0.4509 -0.7883 2.4902  -0.15
C -0.1527 1.8321 -2.5126  -0.57
O -1.6034 -1.2677 0.5821  -0.34
O 0.1914 -2.3519 -0.9112  -0.29
O 0.8180 -1.5478 1.4152  -0.29
S 0.4527 1.5848 -0.8695  0.56
S -0.2170 -1.4280 0.0831  0.76
H -0.5820 -0.7458 2.5096  0.05
H 0.6618 0.1860 2.1963  0.06
H 0.8973 -1.0965 3.4210  0.11
H 0.5878 2.2733 -3.1902  0.03
H -1.0253 2.5127 -2.3731  0.03
H -0.4794 0.8371 -2.8410  0.03

Calculated values
HOMO energy (spin up / spin down)	-0.3328 / -0.3355	Ha
spin multiplicity	1
gap between HOMO and LUMO (spin up / spin down)	5.91 / 5.98	eV

---

Structures ranked by computed energy, the most stable listed first: 1, 2.

---

1:
2 unconnected molecules or ions with the total composition C10H18N3, computed with ωB97M-V/def2-TZVPD.

Each line ends with the Löwdin charge.
Element x y z (Å)
C -0.5249 -0.9783 -2.0187  -0.24
C -0.6144 -2.1994 -2.9106  -0.10
C 0.5538 -1.2416 -0.9622  -0.24
C 0.2628 -2.1887 0.0671  -0.10
C 1.8699 -0.8145 -1.1188  -0.06
C 1.2133 -2.5337 0.9081  -0.13
C 2.7977 -1.1448 -0.1484  -0.12
C 2.5497 -2.0039 0.9046  -0.07
H -0.5364 -0.0921 -2.6260  0.09
H -1.5600 -0.7693 -1.4997  0.11
H -0.1144 -1.9631 -3.8257  0.06
H -0.8142 -2.4428 0.1993  0.13
H 2.0967 -0.2449 -1.9845  0.10
H 0.8537 -3.2318 1.6799  0.11
H 3.8088 -0.6014 -0.2264  0.13
H 3.1372 -2.3434 1.8111  0.12
H -1.6380 -2.6273 -2.9299  0.09
H 0.1828 -2.9694 -2.6857  0.10
C -2.3076 1.3268 0.5238  -0.04
C -0.5080 2.7071 1.6959  -0.47
N -1.1973 1.5337 1.5275  0.02
N -0.8702 3.7620 0.9204  0.21
N 0.4273 2.7803 2.5691  0.18
H -1.1885 0.6581 2.2653  0.23
H -1.7200 3.8236 0.3899  0.11
H -0.2941 4.5919 0.9179  0.13
H 0.3282 2.2399 3.4511  0.16
H 1.2438 3.4670 2.3837  0.19
H -1.6751 1.1497 -0.5291  0.14
H -3.0582 2.0163 0.4369  0.04
H -2.7045 0.3341 0.8141  0.09

Calculated values
HOMO energy	-0.4171	Ha
spin multiplicity	1
gap between HOMO and LUMO	8.18	eV
net charge	+1

---

2:
A molecular structure, C10H18N3, computed with ωB97M-V/def2-TZVPD.

Each line ends with the Löwdin charge.
Element x y z (Å)
C -3.9134 0.2603 0.3384  -0.05
C -3.0747 1.1919 -0.2245  -0.07
C -1.9179 -0.6290 0.2544  -0.19
C -0.9611 -0.2235 -0.7130  -0.19
C 0.9532 -2.7848 -0.7185  -0.10
C 0.5327 2.4679 0.0823  -0.07
C 1.3091 -1.3030 -1.0191  -0.18
C 1.0438 1.2383 -0.7861  -0.13
C 0.6340 -0.3688 1.2010  -0.11
C 0.4355 -0.1475 -0.3114  -0.42
N -3.1844 -0.9424 0.5015  0.14
N -1.7895 0.7810 -0.1214  0.01
N 2.0514 -0.0062 1.5863  0.22
H -4.9614 0.2671 0.4556  0.10
H -3.2564 2.2150 -0.4228  0.11
H -1.2456 -0.4143 -2.0471  0.27
H 1.5583 -3.6005 -1.2243  0.10
H -0.1042 -2.9792 -0.9220  0.07
H 1.0468 -2.9737 0.4017  0.08
H -0.5904 2.6225 0.0428  0.09
H 0.9379 3.3877 -0.3658  0.08
H 0.8491 2.5716 1.1299  0.06
H 1.2715 -1.2669 -2.1290  0.12
H 2.3927 -1.2579 -0.7278  0.11
H 2.0905 1.3324 -0.9865  0.11
H 0.5256 1.2974 -1.6997  0.10
H 0.2985 -1.2103 1.7766  0.13
H -0.0637 0.4127 1.5274  0.13
H 1.9066 0.9807 1.7111  0.13
H 2.7154 -0.4390 0.9758  0.13
H 2.5101 -0.4797 2.4342  0.22

Calculated values
HOMO energy	-0.4505	Ha
spin multiplicity	1
gap between HOMO and LUMO	8.68	eV
net charge	+1

---

Structures ranked by computed energy, the most stable listed first: 1, 2.